# 1
The molecule C5H6N2O at a distorted geometry, computed with the ωB97M-V functional and the def2-TZVPD basis.

The value obtained for the energy above the lowest of the compared OMol25 structures with the same formula, charge and spin is 515.4 kJ/mol. The structure (SMILES) is C=C1C[C@@H]1N1NC1=O. The total energy is -378.67465 a.u. As for the largest force on an atom: 5.6 eV/A. The frontier orbital gap is 9.5323 eV.

Each atom is followed by the atoms it is bonded to, with distances in Å.
Positions of all 14 atoms, in Å:
1 O -1.093 2.768 0.788  C7 1.206
2 N 0.992 2.205 -0.086  N3 1.372, C7 1.356, H10 1.014
3 N 0.542 1.046 0.494  N2 1.372, C7 1.365, C8 1.428
4 C 0.817 -1.537 0.361  C6 1.406, C8 1.574, H9 1.081, H11 1.081
5 C -1.636 -1.368 -0.499  C6 1.314, H12 1.085, H14 1.084
6 C -0.381 -1.091 -0.224  C4 1.406, C5 1.314, C8 1.412
7 C -0.327 2.055 0.190  O1 1.206, N2 1.356, N3 1.365
8 C 0.645 -0.126 -0.315  N3 1.428, C4 1.574, C6 1.412, H13 1.086
9 H 1.380 -2.289 -0.173  C4 1.081
10 H 1.437 2.879 0.528  N2 1.014
11 H 0.853 -1.588 1.441  C4 1.081
12 H -2.266 -0.644 -1.006  C5 1.085
13 H 1.115 0.005 -1.285  C8 1.086
14 H -2.077 -2.316 -0.214  C5 1.084

=====

# 2
The molecule C2H8N6 at a distorted geometry, computed with the ωB97M-V functional and the def2-TZVPD basis.

The value obtained for the energy above the lowest of the compared OMol25 structures with the same formula, charge and spin is 187.7 kJ/mol. The structure (SMILES) is [H]/N=C(\N=C(N)N)NN. The total energy is -409.46514 a.u. As for the largest force on an atom: 5.6 eV/A. The frontier orbital gap is 8.8948 eV.

Each atom is followed by the atoms it is bonded to, with distances in Å.
Positions of all 16 atoms, in Å:
1 N 0.429 -0.329 -1.137  C7 1.436, C8 1.469
2 N 2.005 0.439 2.145  N6 1.468, H12 1.064, H13 0.980
3 N -1.871 0.192 -0.031  C8 1.383, H14 1.075, H15 1.056
4 N -1.377 0.877 -2.120  C8 1.343, H10 1.020, H16 1.103
5 N 0.712 -1.824 0.684  C7 1.249, H9 0.997
6 N 1.502 0.435 0.766  N2 1.468, C7 1.427, H11 1.019
7 C 0.942 -0.721 0.145  N1 1.436, N5 1.249, N6 1.427
8 C -0.904 0.278 -1.016  N1 1.469, N3 1.383, N4 1.343
9 H 0.283 -2.513 0.105  N5 0.997
10 H -2.341 1.210 -2.123  N4 1.020
11 H 1.334 1.298 0.252  N6 1.019
12 H 2.878 -0.164 2.214  N2 1.064
13 H 1.330 -0.017 2.689  N2 0.980
14 H -2.908 0.033 -0.266  N3 1.075
15 H -1.311 -0.438 0.605  N3 1.056
16 H -0.703 1.246 -2.912  N4 1.103